Molecular formula: C22H36O3P2Ru
Method: DFT, ωB97M-V/def2-TZVPD

Results
* frontier orbital gap (spin up / spin down): 4.83 / 2.86 eV
* HOMO energy (spin up / spin down): -11.89 / -12.20 eV
* E_tot: -50675.139 eV
* relative energy (zero: lowest compared OMol25 entry of this formula, charge and spin): 28.6 kcal per mole

```
! wB97M-V def2-TZVPD RIJCOSX def2/J DEFGRID3
* xyz 2 5
P -0.33 -3.11 -4.17
P 0.13 0.03 -4.49
C -1.33 -2.11 -5.45
C -0.33 -1.10 -5.93
H -2.17 -1.67 -4.88
H -1.75 -2.75 -6.22
H 0.62 -1.60 -6.12
H -0.62 -0.50 -6.79
C -1.14 1.38 -5.04
H -1.17 2.23 -4.35
H -2.12 0.90 -5.07
H -0.93 1.80 -6.04
C 1.41 1.10 -5.60
H 1.08 1.31 -6.64
H 2.42 0.67 -5.70
H 1.53 2.08 -5.12
C -1.37 -4.61 -4.24
H -2.22 -4.60 -3.54
H -0.78 -5.49 -4.00
H -1.80 -4.62 -5.24
C 1.41 -3.56 -4.72
H 2.07 -2.71 -4.97
H 1.40 -4.27 -5.56
H 1.91 -4.04 -3.87
Ru -0.13 -1.56 -2.87
C 0.15 4.78 -2.75
C -1.29 4.56 -2.47
C -1.66 3.21 -2.07
C -0.31 2.45 -2.18
C 0.68 3.41 -2.80
C 2.00 3.18 -2.41
C 2.39 4.33 -1.55
C 1.06 5.19 -1.52
C 0.22 -3.24 -1.54
H 0.26 5.55 -3.49
H -2.10 5.28 -2.62
H -2.44 2.70 -2.65
H -1.99 3.21 -1.02
H -0.01 2.14 -1.16
H -0.42 1.52 -2.71
H -1.68 -2.06 -2.82
H 2.66 2.35 -2.66
H 3.27 4.92 -1.85
H 2.62 3.92 -0.57
H 0.56 4.92 -0.57
H 1.27 6.24 -1.60
H 1.24 -2.81 -1.43
H 0.29 -4.28 -1.90
H -0.30 -3.22 -0.59
O 1.59 1.09 1.09
C 0.41 1.04 1.76
C 0.36 1.69 3.02
C -0.77 1.55 3.80
C -1.85 0.73 3.41
C -1.75 0.06 2.18
C -0.71 0.28 1.29
C -0.77 -0.42 -0.06
O -1.82 -0.97 -0.45
O 0.33 -0.39 -0.75
H 1.53 0.50 0.29
H 1.26 2.24 3.36
H -0.83 2.06 4.77
H -2.73 0.60 4.05
H -2.53 -0.64 1.88
*
```